The following is a DFT calculation (ωB97M-V/def2-TZVPD) of a structure of composition C52H50AsBBrHgN6O4S2 at a distorted geometry.

Output
**Multiplicity**: 2
**Energy above the lowest of the compared OMol25 structures with the same formula, charge and spin**: 52.9 kcal/mol
**Net charge**: -2
**Kohn-Sham gap (spin up / spin down)**: 3.085 / 5.361 eV

CARTESIAN COORDINATES (ANGSTROEM)
C1 3.4166 -4.0424 -0.1229
C2 2.4965 -2.8721 6.1971
H1 3.2312 1.3828 3.5849
O1 -2.4217 -1.0066 1.0424
H2 1.4577 0.9596 -6.0569
C3 -1.0933 4.4929 0.1714
H3 -3.5121 -2.2881 -3.2752
C4 -0.2772 2.7825 2.8301
C5 4.4121 -1.4727 3.1784
H4 2.7285 1.4023 -4.9028
C6 1.6601 -2.2059 -2.3849
H5 2.7455 -3.4354 0.4781
O2 -2.7802 -1.7412 -1.5110
C7 2.8679 -0.8708 1.4913
C8 -2.0355 6.7091 0.2090
H6 -6.3945 -6.1210 -6.8118
H7 -0.7056 2.4314 4.8917
H8 -4.6081 -4.6640 -7.6231
H9 4.5329 -1.5125 7.2451
C9 -4.6741 -3.6784 -4.4229
H10 -1.2600 -0.0635 2.3715
C10 -3.4794 4.8032 0.4536
As1 0.2875 3.1425 -0.0571
C11 -2.0380 2.6133 -2.9843
N1 2.7848 -2.9982 -2.2990
C12 -5.7315 -4.4985 -3.9386
N2 -5.9423 -4.2547 -2.6197
C13 -5.0462 -3.3351 -2.2788
H11 -4.4649 4.3739 0.5753
C14 -2.3814 3.9394 0.3485
H12 3.5288 -5.0153 0.3531
S1 0.1832 -2.8646 -1.8304
H13 4.2873 -4.3960 4.8038
H14 -4.1567 6.8317 0.4804
H15 2.0070 3.6953 -2.3196
C15 3.3940 -1.9139 4.0244
C16 1.8712 4.3084 -0.2852
H16 5.2993 -0.9207 5.7725
C17 -4.6215 -1.8299 1.6672
H17 4.1133 6.3154 1.2777
C18 -0.0914 1.7862 -3.9413
H18 1.5451 1.5297 5.3956
B1 0.9230 -0.4880 0.5026
C19 3.7340 -2.4009 5.4288
C20 4.3541 -1.2324 6.2082
H19 1.7803 -2.0637 6.3103
N3 -4.2658 -2.9566 -3.3473
H20 -1.2763 3.1423 2.6162
C21 -3.3019 6.1685 0.3923
H21 0.7416 2.9874 -5.5363
S2 -2.5517 2.2331 0.4840
C22 2.0788 -1.8596 3.5747
C23 -1.0952 3.7953 -4.8265
H22 5.6461 -3.2817 4.8630
C24 2.4812 5.0475 0.7225
H23 3.6750 -0.3835 6.1948
H24 1.2448 -2.1929 4.1659
C25 1.3029 1.8675 4.3933
C26 -2.2559 -0.4975 2.3424
H25 -6.7666 -3.5878 -0.3191
Hg1 -0.5007 0.1345 -1.0572
O3 2.3123 -0.3614 0.3680
Br1 -7.1624 -2.7981 2.5041
H26 -1.9547 -2.2486 -1.3747
H27 0.0462 6.2926 -0.0883
C27 -4.8847 -2.7956 -0.9651
C28 4.2224 5.7389 -0.7809
N4 -1.0752 1.7097 -2.9918
C29 -5.8970 -3.0304 -0.0130
C30 -3.5971 -1.6119 0.7419
C31 0.8919 0.7536 -3.9862
H28 -3.4649 -3.0700 -6.0952
C32 3.6455 5.7534 0.4785
C33 1.9269 2.2081 2.1055
H29 -2.9494 4.3590 -3.8571
C34 1.9099 0.7112 -5.0991
C35 -2.1276 3.6582 -3.8870
H30 2.0126 -3.7041 5.6931
H31 3.6455 -2.4865 -2.4214
H32 2.6690 2.1584 1.3134
C36 4.7241 -3.5699 5.3592
H33 4.0850 4.9691 -2.7742
H34 1.8449 -4.6142 -1.4902
H35 5.1311 6.2961 -0.9709
C37 -6.3607 -5.3916 -4.8060
C38 -0.0827 2.8737 -4.8464
H36 -4.5644 -1.4580 2.6757
H37 -2.9841 0.2886 2.5549
C39 -5.7458 -2.5271 1.2464
H38 -1.9005 7.7844 0.1623
N5 1.8475 -1.0830 -3.0196
H39 3.4997 -4.9228 -2.0895
C40 -0.9396 5.8658 0.0798
C41 0.6619 2.7092 1.8093
H40 4.3898 -3.5535 -0.1488
H41 4.9689 -3.9145 6.3625
H42 2.0350 5.0639 1.7121
C42 -4.9064 -4.6041 -6.5832
C43 1.8431 -1.3283 2.3255
C44 2.4715 4.2916 -1.5403
C45 2.2489 1.7902 3.3837
H43 -1.0999 4.6293 -5.5197
H44 5.4365 -1.5202 3.5198
H45 4.9955 -0.6157 1.2807
C46 -5.9276 -5.4289 -6.1199
C47 -3.7425 -2.0564 -0.5783
H46 -2.7865 2.4913 -2.2118
C48 0.0424 2.3684 4.1124
H47 2.7882 -3.2026 7.1923
C49 3.6315 5.0006 -1.7926
C50 4.1835 -0.9608 1.9062
O4 0.6611 -1.1144 1.7195
H48 -2.3294 -1.2966 3.0889
C51 2.8616 -4.2157 -1.5399
C52 -4.2601 -3.7100 -5.7413
H49 -7.1539 -6.0342 -4.4526
N6 0.8618 -0.1699 -3.0527
H50 2.3183 -0.2950 -5.1479



The following is a DFT calculation (ωB97M-V/def2-TZVPD) of a cluster of 2 separate species, C16H18N2O in total at a distorted geometry.

Output
**Energy above the lowest of the compared OMol25 structures with the same formula, charge and spin**: 85.2 kcal/mol
**Net charge**: 0
**Kohn-Sham gap**: 6.427 eV

CARTESIAN COORDINATES (ANGSTROEM)
C1 -0.4033 -2.3744 3.4968
H1 2.9257 4.4030 1.8464
C2 -1.5602 -0.3129 3.0595
C3 2.8803 1.0127 2.2389
C4 -0.8624 -2.2871 4.8115
H2 -2.6084 0.4847 4.7795
H3 2.6574 -3.3470 -0.0314
N1 2.3313 -1.2506 -0.4331
O1 0.1097 -1.0758 1.5354
H4 -0.6209 -3.0711 5.5424
C5 -0.5633 -1.2488 2.6142
H5 3.9497 -0.0156 -1.1952
H6 1.3146 1.4021 -0.7909
H7 2.4005 0.1652 -2.0135
H8 2.1208 -1.5231 1.5621
N2 -1.6046 -1.2697 5.2554
C6 2.1150 2.9973 0.4244
H9 -1.9129 0.4525 2.3721
C7 1.8434 1.6490 0.1333
H10 3.6150 2.6265 3.4506
H11 1.0223 -2.8904 -0.5348
H12 3.2801 -1.3535 -3.5271
C8 2.7319 3.3527 1.6248
H13 4.4770 -1.9264 -2.3539
H14 1.6870 -2.9690 -2.8005
C9 2.2299 0.6524 1.0475
C10 3.1295 2.3550 2.5170
C11 3.4214 -1.6994 -2.5046
H15 3.1945 0.2177 2.9211
H16 0.1339 -3.2589 3.1576
C12 2.5548 -2.9049 -2.1436
H17 1.8035 3.7688 -0.2857
H18 3.1041 -3.8411 -2.1949
C13 3.0540 -0.5797 -1.5257
C14 -1.9658 -0.3174 4.3913
C15 2.0690 -0.7770 0.7707
C16 2.0862 -2.6913 -0.7080



The following is a DFT calculation (ωB97M-V/def2-TZVPD) of a structure of composition C5H11NO at a distorted geometry.

Output
**Energy above the lowest of the compared OMol25 structures with the same formula, charge and spin**: 89.6 kcal/mol
**Net charge**: 0
**Kohn-Sham gap**: 10.355 eV

CARTESIAN COORDINATES (ANGSTROEM)
H1 1.4925 1.9987 -0.9484
H2 -0.8025 -3.3807 -0.3321
C1 1.3558 -1.3574 0.1973
N1 0.9744 2.0109 -0.0778
H3 1.4021 -2.1921 0.7863
C2 -0.0980 -1.1574 0.0452
O1 -0.9387 1.7609 1.1289
C3 -0.5564 0.1384 -0.6718
C4 -0.7739 -2.3301 -0.6834
C5 -0.1930 1.3680 0.2355
H4 0.9891 2.8849 0.2757
H5 -1.5162 0.0918 -0.7756
H6 -0.6914 -1.1868 1.1789
H7 1.8742 -0.6187 1.3089
H8 -1.9801 -2.3478 -0.9520
H9 2.0432 -1.5068 -0.6428
H10 0.0329 0.3983 -1.3875
H11 -0.5620 -2.2734 -1.7350



The following is a DFT calculation (ωB97M-V/def2-TZVPD) of a structure of composition C5H9BeO5 at a distorted geometry.

Output
**Multiplicity**: 2
**Net charge**: 0
**Kohn-Sham gap (spin up / spin down)**: 6.356 / 4.719 eV

CARTESIAN COORDINATES (ANGSTROEM)
H1 -0.3633 -1.4938 1.6903
H2 3.5484 -1.4614 -1.2267
H3 3.6101 0.0248 -0.2762
Be1 1.3545 1.6541 -0.0895
H4 2.8679 0.0207 -1.9201
C1 -1.2966 1.1848 0.2439
O1 0.8570 0.2370 -0.1334
H5 -0.6854 2.0217 0.6186
C2 1.6597 -0.9330 -0.3946
O2 -4.4708 1.4259 0.2986
H6 1.7961 -1.4795 0.5488
H7 -0.8575 -0.8655 -0.3588
C3 2.9923 -0.5463 -0.9864
O3 -0.4271 -0.5338 1.6417
O4 -2.4259 1.1238 1.0728
H8 1.0966 -1.5702 -1.0917
C4 -3.6014 0.5767 0.5355
O5 -3.5846 -0.6441 0.2959
H9 -1.5854 1.3567 -0.8027
C5 -0.4847 -0.0987 0.3341



The following is a DFT calculation (ωB97M-V/def2-TZVPD) of a structure of composition C43H42F2NSbV at a distorted geometry.

Output
**Multiplicity**: 4
**Energy above the lowest of the compared OMol25 structures with the same formula, charge and spin**: 0.0 kcal/mol
**Net charge**: 0
**Kohn-Sham gap (spin up / spin down)**: 7.013 / 7.697 eV

CARTESIAN COORDINATES (ANGSTROEM)
C1 1.9985 2.8764 0.0604
H1 1.2935 -2.5153 -0.7606
C2 -4.9865 4.4493 0.0882
H2 1.4736 0.1425 2.3468
C3 3.3856 -0.5243 0.0742
H3 -2.9340 -3.6087 -2.5978
H4 -3.4446 -3.7591 1.6327
H5 -3.2417 5.6861 -0.0179
H6 1.0207 -2.5286 1.0013
H7 -4.0765 -1.6948 5.1418
C4 -3.3221 -3.6988 -0.4976
C5 -4.6430 -1.0553 -3.0678
C6 2.0176 -0.5239 3.0285
H8 1.4672 0.1219 -2.2218
H9 4.0028 -1.2304 -3.2393
C7 -2.8002 -0.2837 1.7786
C8 -2.0538 -0.1159 -2.8865
C9 -1.9848 -0.2783 2.9010
H10 4.1362 1.0141 4.0498
H11 -4.9771 1.0860 0.1193
C10 -3.8671 -0.9523 -4.2082
C11 4.7788 -2.0902 -1.1153
C12 -2.7396 3.6079 -0.0130
C13 -2.5421 -3.4347 -1.6089
H12 4.1400 1.0281 -3.8927
H13 5.1438 0.8856 2.6096
H14 1.5994 -1.5286 2.9646
H15 -0.9761 0.1240 2.8291
C14 4.6604 3.4702 0.0595
H16 -1.1483 -2.9161 1.9403
H17 5.1533 -2.4975 -2.0439
C15 2.3785 4.1933 0.0445
C16 -3.6229 4.6752 0.0153
C17 -2.8301 -3.5145 0.7809
H18 3.5378 1.6351 -2.3508
H19 -1.9575 -0.3953 -4.9998
C18 4.1220 0.8368 2.9768
C19 3.7312 4.5031 0.0423
H20 1.6217 -1.5416 -2.8503
H21 -6.5328 2.9650 0.1720
H22 -4.2653 -1.2492 -5.1665
C20 -1.5447 -3.0396 0.9410
C21 3.8604 -1.0471 -1.1514
C22 2.8946 1.7881 0.0706
C23 -3.2189 2.3098 0.0353
H23 5.9663 -3.4144 0.0750
C24 -0.7278 -2.7251 -0.1557
H24 -5.6569 -1.4233 -3.1362
C25 3.5081 -0.5383 2.6917
C26 -4.0818 -0.7928 1.8884
H25 -4.7481 -0.7723 -0.9706
C27 5.2417 -2.6126 0.0747
F1 -4.5894 -4.1619 -0.6600
C28 0.6160 -2.1898 0.0394
V1 0.6348 -0.1063 0.0472
H26 3.5500 1.6310 2.5063
C29 4.2656 2.1548 0.0740
H27 -1.6750 3.7901 -0.0791
F2 0.6327 2.5741 0.0628
H28 1.9135 -0.1645 -3.9199
H29 5.1388 0.9024 -2.4457
C30 -4.5863 2.0905 0.0970
C31 3.8587 -1.0483 1.2995
C32 -1.2633 -2.9458 -1.4337
N1 2.4430 0.5235 0.0724
C33 -2.4351 -0.7859 4.1052
C34 2.0298 -0.5325 -2.9013
H30 -4.7360 -0.8402 1.0333
C35 3.5162 -0.5340 -2.5447
C36 -2.8291 -0.2050 -1.7395
H31 -1.7843 -0.7836 4.9661
H32 4.0475 5.5332 0.0268
C37 -3.7189 -1.2924 4.2066
C38 4.7809 -2.0882 1.2644
H33 5.7144 3.7090 0.0606
H34 5.0060 1.3700 0.0854
H35 1.6244 4.9658 0.0337
H36 -0.6565 -2.7484 -2.3092
Sb1 -1.9032 0.5959 0.0279
C39 4.1200 0.8475 -2.8201
C40 -4.1255 -0.6752 -1.8431
H37 5.1599 -2.4904 2.1935
C41 -5.4695 3.1524 0.1224
C42 -2.5696 -0.4818 -4.1151
H38 1.8894 -0.1602 4.0471
C43 -4.5409 -1.2903 3.0950
H39 -5.6742 5.2799 0.1308
H40 -5.5467 -1.6753 3.1610
H41 3.9808 -1.2419 3.3887
H42 -1.0249 0.2279 -2.8149



Respective calculated total energy values: -229272.752 -21909.464 -8897.812 -15965.841 -84420.515 eV.